{"formula": "C27H30N3O2ScSi", "method": "wB97M-V/def2-TZVPD", "gap_ev": [6.729, 6.025], "lumo_energy_ha": [-0.2296, -0.2451], "charge": 2, "homo_ev": [-12.98, -12.70], "species": ["Sc", "C", "O", "C", "N", "C", "C", "C", "C", "C", "C", "C", "C", "C", "C", "C", "C", "N", "C", "N", "C", "C", "O", "C", "C", "C", "C", "C", "C", "H", "H", "H", "H", "H", "H", "H", "H", "H", "H", "H", "H", "H", "H", "H", "H", "H", "H", "H", "C", "Si", "C", "C", "C", "H", "H", "H", "H", "H", "H", "H", "H", "H", "H", "H"], "xyz": [[0.686, 0.105, -0.263], [-1.530, 1.071, 3.426], [-1.274, 2.360, 2.837], [-0.743, 2.122, 1.635], [-1.072, 0.845, 1.140], [-1.806, 0.155, 2.220], [-1.363, -1.270, 2.411], [-0.274, -1.812, 1.739], [0.110, -3.132, 1.933], [-0.593, -3.921, 2.828], [-1.674, -3.391, 3.517], [-2.064, -2.079, 3.300], [0.291, 2.863, 1.058], [0.620, 4.205, 1.365], [1.682, 4.790, 0.730], [2.406, 4.068, -0.241], [2.036, 2.774, -0.500], [1.032, 2.144, 0.161], [2.628, 1.896, -1.508], [2.045, 0.773, -1.810], [2.860, 0.103, -2.835], [4.076, 1.058, -2.978], [3.744, 2.184, -2.123], [3.210, -1.320, -2.453], [4.259, -1.953, -3.111], [4.589, -3.267, -2.817], [3.868, -3.967, -1.860], [2.815, -3.355, -1.203], [2.491, -2.040, -1.503], [-2.368, 1.164, 4.109], [-0.640, 0.743, 3.969], [-2.873, 0.178, 2.001], [0.363, -1.194, 1.092], [0.957, -3.539, 1.397], [-0.290, -4.947, 2.983], [-2.215, -4.003, 4.226], [-2.920, -1.673, 3.826], [0.014, 4.748, 2.078], [1.953, 5.812, 0.956], [3.226, 4.525, -0.777], [2.289, 0.073, -3.766], [4.217, 1.429, -3.988], [5.002, 0.623, -2.608], [4.819, -1.417, -3.868], [5.408, -3.743, -3.338], [4.120, -4.994, -1.637], [2.251, -3.916, -0.470], [1.626, -1.598, -0.999], [-4.391, 2.054, 0.410], [-3.607, 0.614, -0.494], [-3.692, 0.772, -2.361], [-4.181, -1.096, 0.038], [-1.662, 0.761, -0.225], [-5.477, 1.935, 0.392], [-4.163, 2.998, -0.089], [-4.094, 2.150, 1.456], [-4.728, 0.748, -2.703], [-3.173, -0.048, -2.863], [-3.261, 1.713, -2.711], [-5.193, -1.252, -0.345], [-4.232, -1.258, 1.115], [-3.552, -1.881, -0.388], [-1.349, 1.652, -0.779], [-1.238, -0.145, -0.738]]}